Record 1
ORCA calculation (ωB97M-V/def2-TZVPD) on a 2-piece molecular cluster, C6H13O2 overall in a non-equilibrium geometry.

Calculated values
net charge = -1
LUMO level = 3.26 eV
E = -386.895255 Ha
HOMO energy = -3.58 eV
ΔE to the lowest compared entry with this formula, charge and spin = 40.3 kcal/mol
gap between HOMO and LUMO = 6.83 eV

```
21
Properties=species:S:1:pos:R:3:forces:R:3
C -0.019 -2.587 1.769 -0.1 2.0 -1.6
C 0.909 -1.429 2.363 2.3 -0.9 -0.7
O 2.005 -1.277 1.734 -1.0 -0.1 -0.5
O 0.684 -0.915 3.463 -1.5 0.1 0.5
H 0.654 -3.392 1.474 -0.3 -0.4 0.7
H -0.508 -2.325 0.775 0.7 0.3 0.9
H -0.872 -2.735 2.403 -0.1 -0.9 0.7
C -1.087 1.228 -2.290 2.5 0.3 -0.7
C -1.576 1.225 -0.769 -0.9 0.3 -3.0
C -0.941 2.671 -2.817 -3.3 2.5 -1.1
C 0.455 0.682 -2.475 -0.7 0.8 0.6
H -1.727 0.611 -3.021 0.7 0.9 1.4
H -0.805 1.577 -0.144 0.9 0.8 0.7
H -0.004 3.209 -2.625 -0.3 -0.4 0.4
H -1.170 2.888 -3.909 0.8 -1.2 0.7
H -1.841 3.359 -2.489 1.7 -1.1 0.3
H 0.535 -0.219 -1.933 0.2 -1.2 0.8
H 0.691 0.409 -3.499 -0.3 0.3 -0.3
H -1.728 0.209 -0.462 -0.6 -0.5 0.2
H -2.501 1.888 -0.734 1.1 -1.1 0.3
H 1.328 1.322 -2.097 -1.7 -0.4 -0.4
```
Positions in Å, forces in eV/Å.

Mulliken atomic charge list, values in e, 2 entries: -0.794 0.566



Record 2
ORCA calculation (ωB97M-V/def2-TZVPD) on C20H42NOP3Rh as an isolated structure in a non-equilibrium geometry.

Calculated values
net charge = +3
LUMO level (alpha / beta) = -9.35 / -12.21 eV
E = -2050.698824 Ha
HOMO energy (alpha / beta) = -15.44 / -16.00 eV
ΔE to the lowest compared entry with this formula, charge and spin = 40.0 kcal/mol
2S+1 = 5
⟨S²⟩ = 6.0101
gap between HOMO and LUMO (alpha / beta) = 6.09 / 3.79 eV

```
68
Properties=species:S:1:pos:R:3:forces:R:3
Rh -0.466 -0.780 0.951 0.0 3.0 -2.7
P -2.052 -0.878 2.323 -4.2 0.8 2.2
P -1.766 1.029 -2.768 0.3 0.4 -0.9
P 1.281 -0.787 2.125 4.8 0.9 1.8
H 1.029 4.890 -3.256 0.0 0.2 0.1
C 1.909 4.272 -3.169 -0.5 1.1 0.0
C 1.930 2.937 -3.708 1.3 -0.6 -0.9
H 1.320 2.797 -4.608 0.2 0.1 0.1
C -2.478 0.785 2.938 0.0 -0.1 0.1
C -3.582 -1.503 1.559 -0.1 -0.1 0.1
C -1.708 -1.927 3.759 0.2 -0.2 -0.1
C -2.479 1.642 -4.307 -0.3 -0.1 -0.2
C -1.973 -0.743 -2.544 -0.1 -0.5 0.2
C -2.347 1.874 -1.282 -0.2 0.3 0.5
C 2.692 -0.416 1.032 0.1 0.1 -0.3
C 1.750 -2.368 2.868 -0.2 -0.3 0.2
C 1.353 0.488 3.421 -0.2 -0.1 0.2
H 2.832 4.685 -2.813 0.1 0.4 0.2
H 2.997 2.710 -3.897 -0.6 -0.3 -0.4
H -3.371 0.709 3.573 0.2 0.2 -0.1
H -2.678 1.441 2.079 0.0 -0.1 0.3
H -1.633 1.190 3.509 -0.3 0.0 0.0
H -4.322 -1.706 2.345 0.0 0.0 -0.3
H -3.384 -2.421 0.991 -0.1 0.2 0.2
H -3.980 -0.750 0.866 0.0 -0.1 0.2
H -1.487 -1.298 4.625 -0.1 -0.1 0.0
H -0.848 -2.575 3.567 -0.2 0.0 0.1
H -2.583 -2.555 3.951 0.1 0.1 0.1
H -3.336 1.038 -4.611 -0.1 0.2 0.0
H -1.703 1.579 -5.087 -0.3 -0.1 0.3
H -2.767 2.693 -4.196 0.0 -0.2 0.0
H -2.695 -0.954 -1.735 0.2 0.2 -0.5
H -1.012 -1.193 -2.257 -0.2 0.1 -0.2
H -2.333 -1.206 -3.474 0.2 0.1 0.3
H -3.189 2.539 -1.533 0.3 -0.2 0.1
H -1.549 2.481 -0.835 -0.3 -0.1 -0.3
H -2.687 1.162 -0.504 0.1 0.2 -0.6
H 3.504 -1.122 1.256 -0.1 0.3 -0.2
H 3.023 0.620 1.210 -0.1 -0.3 -0.2
H 2.389 -0.520 -0.023 0.3 0.1 0.4
H 2.832 -2.472 2.726 -0.3 -0.1 0.2
H 1.240 -3.202 2.367 0.2 0.1 0.2
H 1.505 -2.360 3.936 0.1 -0.2 -0.2
H 2.413 0.670 3.646 -0.3 0.0 0.1
H 0.831 0.132 4.321 0.2 0.2 -0.2
H 0.886 1.420 3.067 0.3 -0.3 0.1
C 2.016 2.072 -1.537 0.0 -0.2 -0.5
C 1.287 2.701 -0.515 0.5 0.2 -1.0
C 2.022 3.509 0.342 0.5 -0.3 0.8
C 3.422 3.506 0.278 -0.2 -0.2 0.5
C 4.092 2.581 -0.538 0.4 -0.3 0.8
C 3.384 1.778 -1.420 -0.4 0.6 0.1
O 1.436 1.943 -2.791 -1.0 -1.7 1.0
H -0.423 1.316 -3.086 0.1 -0.2 0.9
H 0.200 2.745 -0.564 0.5 0.3 -0.1
H 1.498 4.134 1.060 0.2 0.0 -0.1
H 3.998 4.139 0.955 -0.2 -0.1 -0.3
H 5.178 2.470 -0.416 -0.5 0.1 -0.2
H 3.858 1.020 -2.050 -0.1 0.6 -0.1
C -0.396 -6.046 0.149 0.2 -0.3 0.6
C -0.781 -4.881 -0.773 -0.2 -0.8 -0.1
C -0.667 -3.596 -0.135 0.1 0.8 -0.3
N -0.570 -2.512 0.263 -0.2 -4.3 -2.0
H 0.672 -6.024 0.386 -0.2 0.0 -0.1
H -0.616 -7.012 -0.319 0.0 0.4 -0.1
H -0.961 -5.995 1.083 0.1 -0.1 -0.1
H -0.143 -4.887 -1.660 0.1 0.2 0.0
H -1.812 -5.006 -1.117 0.0 0.2 0.0
```
Positions in Å, forces in eV/Å.

Mulliken atomic charge list, values in e, 2 entries: 0.369 1.163



Record 3
ORCA calculation (ωB97M-V/def2-TZVPD) on a 3-piece molecular cluster, C21H34F9N2O4S overall in a non-equilibrium geometry.

Calculated values
net charge = +1
LUMO level = -2.43 eV
E = -2527.735571 Ha
HOMO energy = -11.01 eV
gap between HOMO and LUMO = 8.59 eV

```
71
Properties=species:S:1:pos:R:3:forces:R:3
C 0.913 -2.030 -0.053 0.7 0.1 0.5
C 0.496 -0.818 0.705 0.0 0.4 0.3
C -0.233 -1.095 1.974 -0.2 -0.1 0.0
N 0.813 0.372 0.292 -0.7 -1.3 -1.4
C -0.145 1.254 -0.295 0.6 1.0 1.3
C -1.358 1.710 0.571 0.0 -0.2 -0.6
C -2.732 1.147 0.181 -0.2 0.4 0.6
C -3.493 0.577 1.390 -0.1 0.1 -1.2
C -4.801 -0.090 0.918 0.0 0.2 0.4
C -4.854 -1.593 1.100 0.2 0.3 0.5
F -4.342 -1.881 2.342 -0.1 0.0 -0.2
F -6.130 -2.053 1.110 0.5 0.1 -0.2
C -3.976 -2.430 0.126 0.3 -1.1 0.4
F -3.737 -3.637 0.703 -0.2 0.8 -0.4
F -2.764 -1.833 -0.044 -0.7 -0.3 0.1
S -4.734 -2.804 -1.575 0.7 0.1 -0.5
F -5.732 -1.580 -1.449 -0.2 0.0 0.1
F -5.765 -3.776 -0.906 -0.1 0.0 0.1
F -3.694 -3.987 -1.763 -0.1 0.0 0.0
F -3.690 -1.824 -2.297 -0.1 0.0 0.1
F -5.350 -3.131 -2.982 0.0 0.0 0.1
C -0.451 0.938 -1.763 -1.0 0.4 -0.6
C -0.715 2.312 -2.374 1.2 1.0 0.5
C 0.526 3.089 -1.887 -0.7 -1.1 -0.2
N 0.718 2.529 -0.495 1.6 0.0 -0.5
H 1.632 -2.571 0.561 0.1 -0.2 0.0
H 0.063 -2.696 -0.179 -0.2 0.0 0.0
H 1.355 -1.766 -1.003 0.0 0.0 -0.2
H -0.482 -0.190 2.513 -0.3 0.1 0.0
H 0.446 -1.665 2.622 -0.1 0.0 -0.3
H -1.092 -1.730 1.764 -0.2 0.0 0.2
H -1.114 1.486 1.603 0.0 -0.1 0.1
H -1.412 2.794 0.512 -0.1 0.2 0.0
H -3.337 1.978 -0.179 -0.1 0.0 -0.3
H -2.688 0.435 -0.632 0.1 -0.2 0.1
H -3.765 1.434 1.995 0.1 -0.1 0.5
H -2.845 -0.102 1.928 -0.1 -0.1 0.3
H -5.623 0.290 1.518 -0.2 -0.1 0.1
H -5.011 0.215 -0.101 -0.1 -0.2 -0.2
H 0.380 0.448 -2.257 0.3 0.0 0.2
H -1.325 0.320 -1.937 0.0 -0.3 0.4
H -1.589 2.782 -1.934 -0.4 -0.1 -0.3
H -0.682 2.392 -3.452 -0.5 -0.3 -0.2
H 1.342 2.660 -2.456 0.4 0.5 -0.2
H 0.520 4.163 -1.968 -0.1 0.2 0.3
H 0.786 3.177 0.284 -0.7 0.1 0.1
H 1.656 2.123 -0.524 0.0 -0.2 0.3
O 1.912 5.062 -3.816 -0.2 -0.1 0.0
C 3.048 4.688 -3.870 0.1 0.2 0.1
O 3.371 3.405 -4.152 0.0 -0.1 0.1
C 4.800 3.217 -4.050 0.2 0.0 0.0
C 5.395 4.608 -4.220 0.0 0.1 0.1
C 4.306 5.494 -3.615 0.2 -0.2 -0.4
H 5.021 2.788 -3.070 0.0 0.0 0.0
H 5.118 2.519 -4.819 -0.1 0.0 0.0
H 6.370 4.716 -3.752 0.0 0.0 0.0
H 5.504 4.836 -5.281 0.0 0.0 0.0
H 4.426 5.619 -2.537 0.0 0.1 0.0
H 4.238 6.467 -4.092 -0.1 0.1 0.2
O 2.472 -2.233 2.754 0.2 -0.1 0.0
C 2.568 -3.108 3.575 0.1 0.3 0.1
O 1.722 -4.149 3.603 -0.1 -0.1 0.0
C 1.998 -4.988 4.748 0.1 -0.1 0.2
C 3.443 -4.680 5.118 0.1 0.1 0.0
C 3.567 -3.212 4.707 0.1 -0.5 -0.1
H 1.297 -4.723 5.541 0.0 0.0 0.0
H 1.839 -6.025 4.470 -0.1 0.0 -0.1
H 3.665 -4.872 6.165 -0.1 0.0 0.0
H 4.117 -5.288 4.514 0.0 0.0 0.0
H 3.258 -2.533 5.503 0.0 0.1 0.0
H 4.563 -2.950 4.365 0.0 0.2 0.0
```
Positions in Å, forces in eV/Å.

Mulliken atomic charge list, values in e, 2 entries: -1.298 0.854